1.
Below is 3 unconnected molecules or ions with the total composition CH9N2O2 at a distorted geometry, with properties calculated with wB97M-V/def2-TZVPD.

Geometry as XYZ:
```
14
Properties=species:S:1:pos:R:3:forces:R:3
O 1.646 -1.383 -0.516 1.45 -1.43 -1.76
O 0.401 1.427 -1.195 0.94 1.00 -2.42
N 0.063 -0.560 1.314 1.66 1.46 -0.22
N -1.716 0.206 0.052 -1.21 1.71 -0.36
C -1.141 -0.018 1.213 1.24 -2.59 0.14
H 0.072 2.332 -1.107 -0.07 0.10 0.48
H 2.560 -1.110 -0.726 -0.53 0.28 0.37
H -1.725 -0.161 2.106 -0.54 0.99 0.28
H -1.180 0.628 -0.755 -0.25 -1.01 1.01
H 0.632 -0.416 2.222 -1.58 -0.72 -2.03
H -2.703 0.505 0.134 0.90 -0.36 -0.32
H 0.866 1.555 -2.090 -0.81 -0.83 1.80
H 1.592 -2.231 -1.022 -0.37 0.78 0.68
H 0.633 -0.775 0.370 -0.81 0.61 2.34
```
Positions in Å, forces in eV/Å.

Output
Gap between HOMO and LUMO   11.712 eV
Charge   +1
E_tot   -8251.923 eV



2.
Below is a single C24H32N8O2 molecule at a distorted geometry, with properties calculated with wB97M-V/def2-TZVPD.

Geometry as XYZ:
```
66
Properties=species:S:1:pos:R:3:forces:R:3
O -6.013 -2.272 1.483 0.30 0.31 -0.14
O 0.843 -0.550 -0.226 -0.21 0.01 0.06
N 4.493 -3.570 0.565 -0.04 0.02 -0.05
N 1.020 2.342 -0.441 -1.03 0.14 -0.34
N 2.921 -1.384 -0.328 0.18 -0.29 0.24
N -3.059 1.032 -0.248 0.03 0.24 0.15
N 2.274 2.109 -0.079 0.97 0.10 1.05
N 4.080 1.907 1.162 -0.08 0.34 1.11
N 4.347 1.454 -0.060 0.29 -0.22 -0.76
N -1.082 3.024 0.124 -0.22 0.31 -0.15
C -2.188 2.882 1.045 -0.15 -0.33 0.36
C 3.276 1.569 -0.814 -0.07 0.25 -0.30
C -1.947 1.150 -1.173 0.21 0.21 -0.21
C 2.822 2.300 1.175 0.00 -0.18 -0.61
C 0.203 2.762 0.500 0.93 -0.10 -0.41
C -1.485 2.609 -1.208 0.05 -0.24 -0.39
C -4.048 0.083 -0.453 -0.36 -0.28 0.07
C 2.060 -0.069 -2.225 -0.15 -0.01 0.02
C -4.620 -0.064 -1.725 0.05 -0.04 -0.20
C 2.875 -1.827 1.051 -0.31 -0.19 0.33
C 3.101 1.075 -2.202 -0.09 0.04 0.08
C -7.055 -3.204 1.347 -0.19 -0.17 -0.04
C 3.185 -3.317 1.139 0.03 0.27 0.08
C -6.164 -1.719 -0.892 -0.22 -0.29 0.25
C -2.672 1.423 1.087 -0.09 0.29 0.09
C -5.650 -0.954 -1.928 0.15 0.07 0.01
C 1.888 -0.698 -0.845 -0.30 -0.09 -0.41
C 1.966 2.816 2.169 -0.46 0.04 -0.06
C -4.558 -0.695 0.582 0.06 0.00 0.09
C 4.194 -1.668 -0.945 0.29 -0.23 -0.18
C 4.903 -4.945 0.730 -0.01 0.04 -0.02
C -5.610 -1.582 0.373 -0.02 0.02 -0.04
C 4.502 -3.162 -0.825 0.06 0.22 -0.06
C 0.669 3.031 1.836 0.31 -0.04 0.39
H -2.309 3.256 -1.521 0.03 -0.05 -0.01
H 4.921 -5.185 1.792 0.02 -0.08 0.03
H -7.985 -2.725 1.022 0.05 -0.03 0.00
H 5.908 -5.067 0.329 0.04 -0.08 0.00
H 1.081 0.337 -2.483 0.08 -0.13 0.05
H -6.976 -2.401 -1.085 -0.08 -0.07 0.03
H 3.196 -3.622 2.187 -0.04 -0.01 -0.01
H -7.201 -3.633 2.337 -0.03 0.00 -0.09
H -0.013 3.427 2.570 -0.03 0.03 0.05
H -3.001 3.517 0.680 0.04 -0.05 0.10
H -3.535 1.361 1.751 0.05 -0.03 0.01
H 3.624 -1.266 1.621 -0.04 -0.02 0.01
H -0.640 2.730 -1.882 -0.17 0.03 -0.02
H -6.080 -1.051 -2.915 -0.03 0.01 -0.07
H 2.754 1.891 -2.839 0.06 -0.07 -0.06
H 4.184 -1.395 -1.998 -0.01 0.04 0.01
H -1.917 3.212 2.046 -0.02 0.03 -0.04
H 1.879 -1.614 1.442 0.17 -0.01 -0.03
H -4.147 -0.655 1.578 0.08 0.03 0.11
H 2.356 3.010 3.155 -0.01 0.04 0.11
H -1.104 0.525 -0.838 -0.07 0.01 -0.11
H -2.249 0.825 -2.166 0.02 0.01 0.01
H 2.394 -3.888 0.617 0.03 0.01 0.04
H 4.076 0.747 -2.560 -0.02 0.07 0.04
H 4.233 -5.656 0.220 -0.01 -0.02 -0.01
H 4.970 -1.087 -0.433 -0.01 -0.03 -0.12
H -1.862 0.787 1.479 -0.06 -0.02 0.06
H 2.325 -0.822 -2.967 0.00 0.00 -0.04
H 5.495 -3.354 -1.238 -0.03 0.00 -0.03
H 3.762 -3.734 -1.418 0.06 0.01 0.02
H -4.271 0.537 -2.550 0.03 0.08 -0.05
H -6.794 -4.002 0.643 -0.02 0.04 0.02
```
Positions in Å, forces in eV/Å.

Output
SMILES string   COc1cccc(N2CCN(c3ccc4nnc(CCC(=O)N5CCN(C)CC5)n4n3)CC2)c1
Gap between HOMO and LUMO   8.003 eV
Charge   0
E_tot   -41422.237 eV



3.
Below is a molecular structure, C28H49BiNO2P2 at a distorted geometry, with properties calculated with wB97M-V/def2-TZVPD.

Geometry as XYZ:
```
83
Properties=species:S:1:pos:R:3:forces:R:3
Bi 0.534 0.076 -0.779 -1.77 -0.25 1.49
P 1.035 -2.535 0.051 0.34 -0.97 0.13
P 1.704 2.196 0.705 1.21 0.66 0.40
O 2.684 0.605 3.931 -0.62 -0.02 -0.33
O -0.430 -2.725 4.319 0.84 0.52 -0.02
N 1.018 -1.018 3.712 0.32 0.36 0.21
C 2.047 -0.192 -4.141 0.51 -0.19 0.43
C -2.450 1.797 0.505 0.64 -0.85 2.74
C 1.930 3.665 -0.376 -0.28 -0.14 -0.39
C 1.678 -0.384 5.927 0.18 0.49 -0.21
C 1.328 3.041 2.286 -0.58 -0.30 0.29
C -2.876 -1.405 2.380 0.07 -0.20 0.46
C -2.394 1.042 1.714 0.34 2.59 -1.96
C 3.424 1.627 0.952 -0.03 -0.12 -0.06
C 1.530 0.638 -2.971 0.16 2.06 -1.56
C -0.253 1.700 -4.458 -0.91 0.48 -0.24
C 0.450 -1.900 4.603 -0.87 -0.28 -0.50
C -2.113 3.229 0.354 -0.14 0.62 -0.03
C -0.186 -1.552 -4.141 -0.44 -0.16 0.05
C -1.148 0.566 -5.032 -0.56 0.17 -0.44
C -1.931 1.505 3.039 0.11 0.18 0.54
C -1.232 -0.730 -4.287 -0.02 -0.56 -0.05
C 1.480 -3.347 1.619 0.11 0.26 0.31
C 1.018 -1.740 6.008 0.08 -0.07 0.16
C -3.136 1.260 -1.949 -0.17 0.04 -0.43
C 1.855 -0.182 4.403 0.13 -0.66 0.45
C 1.150 -1.282 -4.761 0.33 -0.51 -0.35
C 2.517 -2.790 -1.004 0.15 0.09 0.05
C -2.869 0.917 -0.537 -0.10 -1.51 0.33
C -0.190 -3.660 -0.722 -0.15 0.21 -0.04
C -2.787 -0.290 1.420 -0.53 -1.18 -2.01
C -3.051 -0.378 0.027 0.55 0.64 0.66
C -3.453 -1.585 -0.721 -0.54 -0.48 -0.26
C 0.441 1.516 -3.162 2.16 -0.39 0.22
H 1.059 2.304 3.054 0.12 0.22 -0.18
H 2.616 4.375 0.112 -0.20 -0.30 -0.09
H -2.390 -2.311 1.988 -0.14 0.17 0.14
H 0.333 -4.546 -1.103 -0.13 0.15 0.09
H 3.224 -1.960 -0.847 -0.14 -0.37 -0.09
H -3.925 -1.664 2.598 0.23 0.05 -0.09
H -3.155 0.363 -2.577 0.00 0.21 0.15
H 0.976 0.385 6.285 0.32 -0.04 -0.06
H -1.401 3.556 1.121 -0.15 -0.01 -0.18
H 2.325 0.497 -4.957 -0.05 0.05 0.46
H -0.806 0.394 -6.067 -0.18 -0.17 0.31
H 1.756 -2.534 6.197 -0.28 0.11 -0.06
H -0.301 -2.545 -3.685 -0.18 0.49 -0.11
H 1.037 -1.038 -5.832 -0.20 -0.15 0.37
H 2.368 0.979 -2.324 -0.67 -0.04 -0.34
H 2.233 3.570 2.621 -0.15 -0.28 -0.26
H -2.247 -1.044 -4.005 0.62 0.04 0.19
H -1.631 2.559 3.013 -0.09 -0.22 0.07
H -1.074 0.902 3.383 -0.20 0.11 -0.04
H 0.522 3.780 2.157 0.21 -0.35 -0.03
H 1.946 -4.324 1.413 -0.20 0.26 -0.14
H -3.041 -2.499 -0.278 -0.09 0.11 -0.06
H 0.475 1.963 -5.247 0.08 -0.10 0.50
H -4.548 -1.690 -0.732 0.19 -0.18 -0.09
H 3.433 0.794 1.671 -0.03 0.29 -0.11
H -0.901 2.587 -4.352 0.33 -0.29 -0.07
H -2.386 -1.151 3.326 -0.07 -0.22 -0.17
H 2.231 -2.831 -2.066 0.10 0.07 0.29
H 2.193 -2.701 2.154 -0.30 -0.20 -0.10
H 3.855 1.323 -0.013 -0.07 0.04 0.24
H 2.625 -0.278 6.466 -0.20 0.05 -0.17
H 0.238 -1.792 6.769 0.03 -0.23 -0.16
H -2.397 1.953 -2.370 -0.14 0.03 0.11
H -0.715 -3.158 -1.550 0.14 -0.23 0.29
H -3.124 -1.536 -1.768 -0.04 -0.12 0.18
H 0.960 4.164 -0.536 0.36 -0.16 0.03
H -4.128 1.726 -2.048 0.19 0.05 0.00
H 4.010 2.461 1.363 -0.12 -0.26 -0.10
H -2.170 0.963 -5.116 0.36 -0.10 -0.05
H -3.008 3.864 0.456 0.27 -0.04 -0.09
H -0.923 -3.970 0.034 0.15 0.12 -0.21
H 1.715 -2.225 -4.738 -0.15 0.28 -0.10
H 0.602 -3.473 2.274 0.23 0.22 -0.19
H 2.355 3.376 -1.349 -0.12 0.15 0.23
H 0.271 2.314 -2.426 0.07 -0.31 -0.08
H 2.988 -0.673 -3.830 -0.27 0.26 -0.04
H -2.722 1.401 3.799 0.22 0.03 -0.16
H -1.681 3.438 -0.633 -0.03 0.07 0.10
H 3.000 -3.735 -0.719 -0.09 0.23 -0.18
```
Positions in Å, forces in eV/Å.

Output
Gap between HOMO and LUMO (spin up / spin down)   4.633 / 5.299 eV
Charge   +1
E_tot   -59823.709 eV



4.
Below is a single C3H3Cl2NO molecule at a distorted geometry, with properties calculated with wB97M-V/def2-TZVPD.

Geometry as XYZ:
```
10
Properties=species:S:1:pos:R:3:forces:R:3
Cl -0.597 -2.433 0.897 -0.06 -0.39 0.23
Cl 2.343 -2.145 0.724 0.27 -0.65 0.00
O 0.003 2.230 -1.195 0.86 0.14 -0.22
N -0.580 0.451 0.139 3.08 0.39 -1.23
C 0.672 -0.238 0.136 -2.13 1.08 0.24
C -0.808 1.529 -0.668 -1.64 0.14 -0.19
C 0.781 -1.499 0.516 0.33 0.69 -0.07
H -1.912 1.695 -0.833 0.60 -0.03 0.37
H -1.357 0.007 0.476 -2.14 -1.44 0.91
H 1.453 0.402 -0.193 0.82 0.06 -0.04
```
Positions in Å, forces in eV/Å.

Output
SMILES string   O=CNC=C(Cl)Cl
Gap between HOMO and LUMO   9.662 eV
Charge   0
E_tot   -31741.534 eV



5.
Below is a molecular structure, C24H26AsBCoF4N3OS at a distorted geometry, with properties calculated with wB97M-V/def2-TZVPD.

Geometry as XYZ:
```
62
Properties=species:S:1:pos:R:3:forces:R:3
As 0.655 -0.172 -0.197 0.48 0.05 -0.68
Co -1.454 -0.187 1.153 0.95 -0.26 0.42
S -4.316 1.513 -1.776 0.54 -0.25 0.32
F -2.089 -1.505 4.363 0.60 -0.11 0.93
F -4.014 -2.035 3.314 -0.85 -0.46 0.01
F -2.899 -0.055 2.840 -0.16 0.77 -0.40
F -2.032 -1.952 2.097 0.35 -0.21 -0.08
O -0.166 0.073 2.917 -0.57 0.22 -0.15
N -2.242 0.776 -0.499 0.62 0.65 0.09
N -1.758 2.324 -2.189 0.06 0.14 -0.02
N -3.269 0.082 0.036 -1.43 -0.54 0.05
C 1.602 3.961 -0.559 0.01 0.03 0.06
C 1.250 0.421 -2.869 -0.16 -0.44 0.09
C -5.734 -0.237 -0.103 -0.42 -0.29 0.19
C 5.123 -1.482 0.688 -0.01 0.02 0.02
C 0.945 -1.320 4.623 -0.16 0.05 -0.27
C 1.089 1.629 -0.781 -0.08 0.23 -0.01
C 3.414 0.202 0.761 -0.31 0.17 -0.08
C 0.771 -0.646 -2.089 -0.21 -0.02 -0.09
C 1.967 4.007 -1.896 0.00 0.05 0.07
C -2.596 1.571 -1.481 -0.38 0.01 -0.04
C 2.494 -0.712 0.262 -0.29 -0.15 0.22
C -4.421 0.330 -0.471 0.25 0.42 -0.50
C 0.988 -0.726 3.229 0.75 -0.35 -0.05
C 1.160 2.770 0.001 -0.11 -0.15 0.18
C 1.427 1.679 -2.147 0.06 0.12 0.47
C 1.499 0.222 -4.221 0.02 0.02 0.19
C 4.731 -0.181 0.952 0.02 -0.01 0.04
C 0.763 -2.057 -4.025 0.01 -0.06 0.04
C 4.198 -2.407 0.231 0.03 -0.05 0.02
C -5.707 -1.058 1.175 0.00 0.09 -0.08
C 1.871 2.879 -2.693 -0.07 -0.12 0.06
C 2.885 -2.023 0.015 -0.31 0.03 -0.09
C 0.517 -1.874 -2.671 -0.14 -0.05 0.26
C 1.269 -1.019 -4.788 -0.02 -0.03 0.00
B -2.835 -1.437 3.244 0.69 0.24 -0.88
H -0.777 2.339 -1.941 -0.08 0.09 -0.08
H 0.135 -2.038 4.710 -0.04 -0.02 0.06
H 2.147 2.937 -3.734 0.03 -0.02 -0.12
H -5.378 -0.453 2.013 0.04 0.00 0.07
H 1.863 -0.072 3.119 -0.17 -0.18 -0.04
H 1.879 1.027 -4.829 0.05 0.09 -0.07
H 1.062 -1.535 2.489 -0.02 0.23 0.15
H 1.486 -1.177 -5.833 -0.02 -0.01 -0.13
H 4.504 -3.424 0.038 -0.01 -0.08 -0.04
H 0.118 -2.683 -2.071 0.01 -0.07 -0.07
H 2.159 -2.735 -0.365 0.12 -0.06 0.01
H 0.821 -0.548 5.378 0.00 0.11 0.10
H -6.705 -1.427 1.393 -0.08 -0.04 0.00
H 2.335 4.930 -2.317 -0.01 0.09 -0.05
H -0.744 0.034 3.694 -0.19 0.05 -0.13
H 5.450 0.543 1.303 0.06 0.06 0.08
H 3.103 1.215 0.987 0.11 0.01 -0.05
H 1.671 4.849 0.049 -0.01 0.09 0.07
H 1.881 -1.835 4.814 0.15 -0.03 0.02
H -5.041 -1.909 1.086 0.07 -0.07 0.02
H 6.150 -1.776 0.844 0.08 -0.04 0.00
H -2.104 2.939 -2.904 0.09 0.00 0.02
H -6.447 0.587 0.004 0.05 -0.02 -0.11
H -6.086 -0.853 -0.937 0.00 0.10 -0.02
H 0.560 -3.011 -4.484 -0.01 -0.13 -0.02
H 0.872 2.722 1.046 0.04 0.09 0.02
```
Positions in Å, forces in eV/Å.

Output
Gap between HOMO and LUMO (spin up / spin down)   6.819 / 7.963 eV
Multiplicity   2
⟨S²⟩   0.768
Charge   +1
E_tot   -152674.729 eV



Q: Which value of charge does entry 3 give?
A: +1



Q: E_tot of number 2 (C24H32N8O2)?
A: -41422.237 eV



Q: charge of number 3 (C28H49BiNO2P2)?
A: +1